DFT (the ωB97M-V functional and the def2-TZVPD basis) results for the molecule C21H22ClN3O3S.

Computed properties:
**Gap between HOMO and LUMO**: 0.2386 Eh
**Energy relative to the best compared isomer or geometry (same formula, charge and spin)**: 508.7 kcal per mole
**SMILES**: O=C(/C=C/c1ccccc1Cl)Nc1cccc(S(=O)(=O)NC2=NCCCCC2)c1
**Net charge**: 0
**Calculated total energy**: -56082.53385 eV

```
51
Properties=species:S:1:pos:R:3:forces:R:3
O -0.459 -0.315 1.019 -0.3609 -1.4773 -0.8436
C -0.794 -1.281 0.323 -3.1361 3.2256 1.2940
C -2.362 -1.519 -0.024 0.7476 7.8531 7.6995
C -3.283 -0.618 0.868 0.4499 -6.3029 -7.8588
C -4.743 -0.693 0.530 -1.6105 -1.9341 1.9914
C -5.420 -2.102 0.336 -6.8317 15.1638 2.4347
C -6.844 -2.092 0.273 2.5094 3.8621 1.9665
C -7.660 -0.836 0.618 12.3355 -5.3030 -0.3086
C -6.833 0.240 0.745 -10.4676 -0.8040 0.0049
C -5.648 0.528 0.749 14.0115 -3.8563 -1.0555
Cl -4.796 2.050 0.789 -0.9974 -0.1063 0.1284
N 0.006 -2.127 -0.301 -4.7157 -0.1730 0.5618
C 1.296 -2.244 -0.373 -1.7712 -3.8599 -6.4755
C 1.812 -2.865 -1.490 5.1430 -0.0648 -0.1973
C 3.220 -2.849 -1.645 -8.3294 5.9798 14.5545
C 3.927 -2.289 -0.450 4.4739 -1.1097 -8.5602
C 3.333 -1.597 0.476 3.5516 -0.9416 -0.9229
S 4.395 -0.809 1.514 1.2588 8.7960 0.4630
O 5.706 -0.305 1.153 -1.6500 -1.8987 -1.3677
O 4.253 -1.286 2.779 -0.2071 -4.5362 5.8038
N 3.491 0.806 1.969 6.8291 -3.4781 -14.3764
C 3.048 1.310 0.805 -4.3567 7.7819 3.1967
N 3.262 0.904 -0.283 2.3478 -3.1877 -8.2552
C 2.990 1.552 -1.710 -6.1235 -3.1525 5.2047
C 2.599 2.997 -1.643 1.7673 -0.7288 -4.0887
C 1.220 3.371 -1.301 0.7410 4.3588 6.2533
C 0.809 2.824 0.289 3.7063 -2.5591 -7.1847
C 2.126 2.829 0.835 -9.5817 -16.4050 6.0131
C 2.046 -1.727 0.444 -1.1561 7.8211 13.1194
H -2.654 -2.383 -0.412 -1.5508 -3.5442 -1.8790
H -3.016 0.321 1.119 1.8179 2.5541 1.5694
H -4.880 -2.795 0.151 6.5967 -8.9548 -2.0599
H -7.060 -3.073 0.076 -2.3888 -2.1385 -0.5272
H -8.515 -1.080 0.372 -9.1109 -0.4155 -1.5681
H -7.374 1.065 0.731 -3.0344 4.1877 0.3894
H -0.570 -2.695 -0.828 -0.5794 -1.7855 -1.5970
H 1.302 -3.473 -2.124 -2.0482 -1.0853 -2.0023
H 3.651 -3.199 -2.320 6.8217 -5.5426 -10.5597
H 4.983 -1.996 -0.807 -1.1432 -0.9180 1.4080
H 3.153 0.864 2.737 -5.6635 0.7977 11.8541
H 1.960 0.859 -2.075 2.7687 2.0072 0.8053
H 3.722 1.200 -2.312 2.5901 -0.3962 -1.7553
H 2.724 3.199 -2.741 -0.3158 0.4297 0.4282
H 3.442 3.580 -1.284 -0.3643 0.2342 0.8259
H 1.300 4.626 -1.134 -0.7887 -3.3583 -0.7888
H 0.408 3.080 -1.819 -2.1176 -0.7451 -2.8003
H 0.124 3.418 0.665 -3.2572 2.8220 2.0454
H 0.486 1.766 0.161 -0.1490 0.8775 0.2722
H 1.859 2.574 2.095 0.5178 0.9629 -2.5763
H 2.725 3.395 1.022 11.7897 12.8920 2.3406
H 1.531 -1.111 1.434 1.0320 -1.8441 -3.0194
```
Positions in Å, forces in eV/Å.